Below is C13H18N2O5 in the gas phase in a non-equilibrium geometry, with properties calculated with the ωB97M-V functional and the def2-TZVPD basis.

Results
**SMILES string**: C[C@@H](O)[C@H](N)C(=O)N[C@@H](Cc1ccc(O)cc1)C(=O)O
**Relative energy (zero: lowest compared OMol25 entry of this formula, charge and spin)**: 112.2 kcal/mol
**Kohn-Sham gap**: 9.18 eV

The geometry in ORCA input format:
```
! RIJCOSX wB97M-V def2-TZVPD def2/J DEFGRID3
* xyz 0 1
C 1.20 1.48 -1.63
C 0.78 1.05 -0.29
C 2.79 1.32 -1.65
C 3.52 1.52 -3.03
C -0.32 -1.11 -0.99
C -1.50 -0.23 -1.76
C -0.65 -2.41 -0.18
C -1.28 -2.11 1.14
C -2.44 -1.24 1.41
C -0.55 -2.32 2.42
C -2.92 -0.80 2.59
C -1.19 -1.97 3.56
C -2.35 -1.22 3.75
H 0.10 3.41 -2.14
H 0.81 3.30 -0.76
H 0.68 0.87 -2.51
H 2.99 0.40 -0.98
H 3.05 2.38 0.04
H 4.38 2.28 -3.06
H 2.81 1.84 -3.76
H 3.85 0.46 -3.36
H -0.25 -0.17 0.92
H 0.51 -1.30 -1.82
H 0.35 -2.72 -0.03
H -1.22 -3.20 -0.69
H -2.67 -0.85 0.44
H 0.36 -2.89 2.45
H -3.81 -0.23 2.59
H -0.67 -2.44 4.48
H -3.18 -0.54 5.49
H -2.12 1.44 -1.93
N 0.89 2.90 -1.69
N 0.17 -0.17 -0.05
O 0.99 1.78 0.66
O 3.42 2.33 -0.84
O -2.60 -0.71 -2.03
O -2.71 -1.22 5.07
O -1.21 1.10 -1.83
*
```

Below is 2 unconnected molecules or ions with the total composition C3H5BrFN in a non-equilibrium geometry, with properties calculated with the ωB97M-V functional and the def2-TZVPD basis.

Results
**SMILES string**: C=C/C=N/F.Br
**Relative energy (zero: lowest compared OMol25 entry of this formula, charge and spin)**: 45.3 kcal/mol
**Kohn-Sham gap**: 10.28 eV

The geometry in ORCA input format:
```
! RIJCOSX wB97M-V def2-TZVPD def2/J DEFGRID3
* xyz 0 1
C 1.21 -1.49 0.19
C 0.92 -0.23 0.33
C -0.31 0.35 0.15
N -0.41 1.63 0.04
F -1.71 2.30 -0.01
Br -4.31 4.43 0.89
H 2.24 -1.77 0.25
H 0.56 -2.27 -0.05
H 1.71 0.47 0.53
H -2.98 3.74 0.62
H -1.08 -0.33 0.08
*
```

Below is 2 unconnected molecules or ions with the total composition C3H12N3O in a non-equilibrium geometry, with properties calculated with the ωB97M-V functional and the def2-TZVPD basis.

Results
**Relative energy (zero: lowest compared OMol25 entry of this formula, charge and spin)**: 44.4 kcal/mol
**Kohn-Sham gap**: 10.83 eV

The geometry in ORCA input format:
```
! RIJCOSX wB97M-V def2-TZVPD def2/J DEFGRID3
* xyz 1 1
C -0.29 1.60 -0.78
C -1.14 -0.72 -0.86
N -0.14 0.12 -0.81
N -2.33 -0.30 -1.37
N -1.14 -1.84 -0.08
H 0.78 -0.15 -0.47
H 0.72 1.99 -0.63
H -0.85 1.83 0.12
H -2.54 0.68 -1.48
H -3.04 -1.00 -1.36
H -0.39 -2.51 -0.28
H -1.92 -2.49 -0.23
H -0.83 1.98 -1.66
C 2.41 0.62 2.42
O 2.20 0.23 1.05
H 2.49 1.05 0.61
H 3.40 0.23 2.67
H 1.79 0.03 3.14
H 2.31 1.69 2.65
*
```

Below is 2 unconnected molecules or ions with the total composition C25H49FN3O5 in a non-equilibrium geometry, with properties calculated with the ωB97M-V functional and the def2-TZVPD basis.

Results
**Kohn-Sham gap**: 3.81 eV

The geometry in ORCA input format:
```
! RIJCOSX wB97M-V def2-TZVPD def2/J DEFGRID3
* xyz 1 1
C 8.21 0.42 1.60
C 8.38 1.95 1.66
C 7.01 2.63 1.74
C 6.36 2.67 0.34
C 5.04 1.89 0.24
C 4.07 2.59 -0.70
C 2.74 1.87 -0.90
C 2.02 1.60 0.43
C 2.16 0.15 0.90
O 2.19 -0.75 -0.18
C 1.61 -2.02 0.05
O 1.17 -0.21 1.85
N 1.69 -0.20 3.20
O 1.91 -1.27 3.57
N 0.65 2.09 0.38
C -0.23 1.22 -0.33
C -1.12 1.99 -1.29
O -0.78 2.97 -1.90
F -2.37 1.45 -1.44
C 0.15 2.61 1.66
C 0.67 4.07 1.78
C -1.37 2.61 1.78
C -1.81 3.45 2.99
H 7.28 0.15 2.07
H 9.04 -0.07 2.07
H 8.11 0.13 0.56
H 8.86 2.28 0.75
H 9.02 2.25 2.48
H 7.19 3.65 2.04
H 6.39 2.12 2.46
H 7.02 2.28 -0.42
H 6.12 3.71 0.12
H 5.21 0.89 -0.15
H 4.62 1.79 1.24
H 4.55 2.67 -1.66
H 3.91 3.61 -0.38
H 2.84 1.00 -1.53
H 2.10 2.57 -1.43
H 2.52 2.20 1.18
H 3.12 0.06 1.41
H 0.53 -1.97 0.13
H 2.05 -2.53 0.89
H 1.83 -2.60 -0.83
H -0.79 0.52 0.28
H 0.38 0.60 -0.99
H 0.53 2.08 2.53
H 0.85 4.37 2.80
H 1.56 4.14 1.18
H -0.05 4.71 1.29
H -1.85 3.06 0.92
H -1.78 1.62 1.95
H -2.76 3.12 3.38
H -1.10 3.34 3.80
H -1.90 4.49 2.73
C -5.13 -5.23 -1.96
C -5.89 -4.02 -1.36
C -6.58 -3.21 -2.47
C -5.61 -2.39 -3.33
C -4.72 -1.49 -2.47
C -3.97 -2.24 -1.36
N -4.96 -3.10 -0.60
O -5.55 -2.47 0.24
C -2.83 -3.09 -1.96
C -3.27 -1.25 -0.44
C -6.94 -4.64 -0.44
H -4.39 -5.61 -1.27
H -5.82 -6.04 -2.17
H -4.64 -5.00 -2.91
H -7.32 -2.54 -2.03
H -7.14 -3.91 -3.10
H -5.00 -3.05 -3.95
H -6.18 -1.77 -4.02
H -3.99 -0.98 -3.09
H -5.34 -0.71 -2.02
H -2.39 -3.75 -1.21
H -2.04 -2.44 -2.32
H -3.14 -3.70 -2.81
H -3.95 -0.51 -0.02
H -2.52 -0.70 -1.00
H -2.77 -1.76 0.39
H -6.47 -5.18 0.38
H -7.55 -5.34 -1.00
H -7.62 -3.90 -0.01
*
```

Below is 10 unconnected molecules or ions with the total composition C51H121N13O10 in a non-equilibrium geometry, with properties calculated with the ωB97M-V functional and the def2-TZVPD basis.

Results
**SMILES string**: CC1(C)CCCC(C)(C)N1O.CC1(C)CCCC(C)(C)N1O.CC1(C)CCCC(C)(C)N1O.CC1(C)CCCC(C)(C)N1O.COC[C@H](C)N.COC[C@H](C)N.COC[C@H](C)N.NC(N)=O.NC(N)=O.NC(N)=O
**Relative energy (zero: lowest compared OMol25 entry of this formula, charge and spin)**: 0.0 kcal/mol
**Kohn-Sham gap**: 7.95 eV

The geometry in ORCA input format:
```
! RIJCOSX wB97M-V def2-TZVPD def2/J DEFGRID3
* xyz 0 1
C -2.12 -0.88 5.40
C -3.66 -1.03 5.50
C -4.32 -0.25 4.36
C -4.22 -0.91 2.98
C -4.62 -2.36 3.04
C -3.98 -3.24 4.15
N -4.03 -2.48 5.41
O -3.62 -3.18 6.52
C -4.87 -4.50 4.21
C -2.55 -3.63 3.72
C -4.08 -0.48 6.86
H -1.84 0.16 5.56
H -1.69 -1.20 4.45
H -1.65 -1.50 6.17
H -5.33 0.07 4.63
H -3.82 0.72 4.25
H -3.20 -0.78 2.59
H -4.95 -0.48 2.29
H -4.34 -2.82 2.08
H -5.71 -2.31 3.13
H -4.46 -5.22 4.92
H -5.86 -4.23 4.57
H -4.83 -4.90 3.19
H -1.90 -4.01 4.51
H -2.60 -4.36 2.91
H -2.05 -2.75 3.32
H -4.16 0.61 6.85
H -3.32 -0.74 7.60
H -5.00 -0.97 7.19
H -2.64 -3.24 6.51
C -3.20 -0.92 -2.23
C -1.90 -0.39 -1.61
C -1.60 -1.33 -0.43
C -0.22 -1.12 0.19
C 0.87 -1.28 -0.87
C 0.62 -0.40 -2.12
N -0.77 -0.47 -2.55
O -1.02 -0.01 -3.85
C 1.09 1.06 -1.81
C 1.58 -0.97 -3.16
C -2.11 1.01 -1.08
H -3.99 -0.99 -1.48
H -3.05 -1.93 -2.62
H -3.53 -0.35 -3.10
H -2.33 -1.11 0.35
H -1.64 -2.36 -0.79
H -0.11 -1.71 1.10
H -0.17 -0.12 0.65
H 1.02 -2.31 -1.19
H 1.80 -0.95 -0.42
H 2.17 1.13 -1.80
H 0.73 1.79 -2.53
H 0.75 1.37 -0.82
H 2.65 -1.02 -2.97
H 1.30 -2.01 -3.31
H 1.51 -0.48 -4.14
H -2.91 1.15 -0.35
H -2.28 1.74 -1.87
H -1.26 1.27 -0.45
H -1.19 0.94 -3.77
C 7.71 -0.05 2.12
C 7.29 0.35 0.71
C 6.51 -0.77 -0.02
C 5.01 -0.89 0.27
C 4.38 0.48 -0.04
C 4.96 1.62 0.81
N 6.42 1.55 0.70
O 6.99 2.68 1.34
C 4.41 2.91 0.15
C 4.43 1.49 2.25
C 8.53 0.66 -0.09
H 8.21 0.71 2.71
H 8.29 -0.97 2.02
H 6.83 -0.26 2.73
H 6.73 -0.76 -1.09
H 6.87 -1.76 0.30
H 4.73 -1.13 1.30
H 4.67 -1.59 -0.49
H 3.29 0.42 0.09
H 4.46 0.56 -1.13
H 4.77 3.78 0.69
H 4.80 3.00 -0.86
H 3.32 2.87 0.19
H 5.02 0.80 2.85
H 4.30 2.44 2.77
H 3.43 1.05 2.21
H 8.42 1.15 -1.06
H 9.16 -0.22 -0.20
H 9.14 1.37 0.47
H 7.53 3.07 0.65
C -0.91 4.71 6.19
C -1.24 5.48 4.88
C -0.24 6.57 4.53
C 0.98 5.97 3.83
C 0.55 5.17 2.59
C -0.41 4.05 2.91
N -1.53 4.52 3.78
O -2.49 3.56 3.99
C -0.95 3.58 1.55
C 0.30 2.86 3.55
C -2.52 6.23 5.31
H -1.44 3.77 6.33
H -0.96 5.37 7.05
H 0.16 4.48 6.10
H -0.57 7.48 4.04
H 0.20 6.95 5.46
H 1.63 5.38 4.49
H 1.72 6.75 3.64
H 1.52 4.79 2.25
H 0.31 5.85 1.77
H -1.60 2.70 1.52
H -1.74 4.26 1.19
H -0.19 3.61 0.78
H -0.43 2.07 3.74
H 1.07 2.38 2.94
H 0.81 3.08 4.49
H -3.29 5.52 5.62
H -2.94 6.64 4.39
H -2.32 6.97 6.08
H -3.24 3.80 3.45
C -0.34 -3.08 -5.86
O -0.31 -4.01 -6.69
N 0.30 -1.89 -6.07
N -1.00 -3.11 -4.71
H 0.81 -1.74 -6.92
H 0.37 -1.33 -5.24
H -1.22 -4.02 -4.27
H -0.83 -2.32 -4.10
C -1.47 5.26 -1.85
O -0.29 5.31 -1.45
N -1.86 4.08 -2.40
N -2.41 6.21 -1.81
H -1.02 3.57 -2.66
H -2.65 3.97 -3.01
H -3.25 6.16 -2.35
H -2.17 7.10 -1.40
C -4.85 1.98 -4.13
O -3.72 2.44 -4.04
N -5.68 1.74 -3.07
N -5.44 1.73 -5.34
H -6.58 1.38 -3.32
H -5.51 2.00 -2.12
H -4.94 2.14 -6.11
H -6.41 1.51 -5.38
C 0.36 4.20 -6.07
C -0.55 3.07 -6.52
C 0.18 1.99 -7.32
O 0.90 2.58 -8.38
C 2.03 1.84 -8.78
N -1.17 2.52 -5.34
H 0.93 4.62 -6.90
H 1.21 3.85 -5.47
H -0.25 4.95 -5.58
H -1.25 3.66 -7.13
H -0.52 1.31 -7.83
H 0.82 1.37 -6.67
H 2.77 1.81 -7.97
H 2.62 2.20 -9.62
H 1.81 0.79 -9.01
H -1.69 1.68 -5.58
H -1.86 3.09 -4.89
C 2.53 -4.20 0.50
C 3.95 -4.56 0.85
C 4.29 -4.24 2.29
O 5.61 -4.69 2.63
C 5.91 -4.40 3.97
N 4.05 -6.00 0.57
H 2.00 -4.71 1.31
H 2.23 -4.59 -0.47
H 2.18 -3.17 0.54
H 4.71 -4.02 0.27
H 3.57 -4.71 2.97
H 4.20 -3.16 2.42
H 6.46 -5.25 4.39
H 5.04 -4.27 4.62
H 6.54 -3.51 4.10
H 4.92 -6.31 1.01
H 4.21 -6.15 -0.42
C -3.92 -4.91 -1.56
C -4.02 -5.51 -2.95
C -2.75 -6.29 -3.36
O -1.67 -5.40 -3.47
C -0.44 -6.11 -3.59
N -5.17 -6.39 -3.17
H -3.74 -5.73 -0.87
H -4.83 -4.45 -1.17
H -3.14 -4.16 -1.43
H -4.09 -4.74 -3.72
H -2.91 -6.84 -4.30
H -2.61 -7.12 -2.66
H -0.08 -6.27 -2.57
H 0.30 -5.50 -4.12
H -0.52 -7.00 -4.21
H -5.96 -6.25 -2.55
H -5.03 -7.39 -3.08
*
```

Below is C3H4N2O2 in the gas phase, with properties calculated with the ωB97M-V functional and the def2-TZVPD basis.

Results
**Relative energy (zero: lowest compared OMol25 entry of this formula, charge and spin)**: 88.1 kcal/mol
**Kohn-Sham gap**: 9.77 eV

The geometry in ORCA input format:
```
! RIJCOSX wB97M-V def2-TZVPD def2/J DEFGRID3
* xyz 0 1
O 2.31 0.39 0.02
C 1.00 0.20 -0.07
N 0.33 -0.82 0.35
C -1.00 -0.45 0.04
O -1.96 -1.40 0.06
C -1.13 0.81 -0.67
N 0.22 1.18 -0.63
H 2.68 -0.40 0.43
H -1.66 -2.09 0.67
H -1.35 0.51 0.74
H 0.57 2.07 -0.93
*
```

Below is a molecular structure, C13H13N2O5OsS in a non-equilibrium geometry, with properties calculated with the ωB97M-V functional and the def2-TZVPD basis.

Results
**Kohn-Sham gap**: 7.61 eV

The geometry in ORCA input format:
```
! RIJCOSX wB97M-V def2-TZVPD def2/J DEFGRID3
* xyz 1 1
Os 0.73 1.38 -0.26
O -2.53 -0.78 -0.50
C -1.37 -0.53 -0.44
O -0.94 0.72 -0.86
C -0.34 -1.52 0.06
C 0.82 -1.61 -0.95
C 1.65 -2.86 -0.74
C 2.45 -2.52 0.54
C 1.90 -1.15 0.90
O 1.69 -0.55 -0.43
C 0.45 -1.21 1.39
C 0.07 0.06 2.13
O -0.63 0.09 3.09
O 0.55 1.26 1.62
H -0.88 -2.46 0.14
H 0.56 -1.38 -1.98
H 1.02 -3.74 -0.64
H 2.32 -3.02 -1.59
H 2.30 -3.23 1.35
H 3.51 -2.44 0.34
H 2.55 -0.51 1.48
H 0.30 -2.01 2.11
C -1.81 3.51 0.88
C -0.58 4.13 0.31
C -0.29 5.50 0.32
C 0.93 5.92 -0.18
N 1.84 5.08 -0.70
C 1.46 3.85 -0.74
S 2.40 2.42 -1.29
N 0.32 3.33 -0.25
H -2.54 4.27 1.15
H -1.54 2.95 1.78
H -2.24 2.81 0.17
H -0.99 6.20 0.73
H 1.21 6.97 -0.15
*
```

Below is C16H18ClNO3 in the gas phase, with properties calculated with the ωB97M-V functional and the def2-TZVPD basis.

Results
**SMILES string**: CC(C)OCCCNC1=C(Cl)C(=O)c2ccccc2C1=O
**Relative energy (zero: lowest compared OMol25 entry of this formula, charge and spin)**: 16.4 kcal/mol
**Kohn-Sham gap**: 7.24 eV

The geometry in ORCA input format:
```
! RIJCOSX wB97M-V def2-TZVPD def2/J DEFGRID3
* xyz 0 1
C -5.77 0.04 0.31
H -5.79 -0.15 -0.76
H -6.05 -0.87 0.84
H -6.49 0.81 0.55
C -4.37 0.48 0.76
C -3.92 1.73 -0.02
H -2.89 1.96 0.22
H -4.54 2.57 0.26
H -4.01 1.58 -1.09
H -4.40 0.73 1.83
O -3.42 -0.56 0.72
C -3.20 -1.20 -0.52
C -1.86 -1.92 -0.45
C -0.72 -0.92 -0.30
N 0.53 -1.61 -0.15
C 1.77 -1.10 -0.05
C 2.86 -1.92 0.10
C 4.23 -1.49 0.21
O 5.17 -2.26 0.34
C 4.43 -0.02 0.15
C 5.72 0.49 0.25
C 5.94 1.86 0.19
C 4.87 2.73 0.04
C 3.59 2.23 -0.05
C 3.35 0.86 0.00
C 1.96 0.38 -0.10
O 1.02 1.15 -0.23
H 2.74 2.90 -0.17
H 5.05 3.79 0.00
H 6.95 2.24 0.27
H 6.53 -0.21 0.36
Cl 2.61 -3.64 0.17
H 0.49 -2.62 -0.08
H -0.68 -0.26 -1.17
H -0.91 -0.29 0.58
H -1.72 -2.52 -1.35
H -1.87 -2.58 0.42
H -3.18 -0.47 -1.34
H -4.00 -1.92 -0.73
*
```

Q: Look up the Kohn-Sham gap of the third one.
A: 10.83 eV